{"formula": "C24H32N4O4", "method": "wB97M-V/def2-TZVPD", "total_charge": 0, "energy_ha": -1453.35153, "e_homo_ev": -9.29, "relative_energy_kj_mol": 1312.4, "smiles": "CCCCCCC[C@@H](OC=O)ON=O.c1ccncc1.c1ccncc1.c1ccncc1", "orbital_gap_ev": 8.309, "largest_force_ev_per_a": 9.35, "species": ["O", "O", "O", "O", "N", "N", "N", "N", "C", "C", "C", "C", "C", "C", "C", "C", "C", "C", "C", "C", "C", "C", "C", "C", "C", "C", "C", "C", "C", "C", "C", "C", "H", "H", "H", "H", "H", "H", "H", "H", "H", "H", "H", "H", "H", "H", "H", "H", "H", "H", "H", "H", "H", "H", "H", "H", "H", "H", "H", "H", "H", "H", "H", "H"], "coordinates": [[3.542610, -0.842435, -2.217343], [0.786274, 2.029917, 1.578027], [1.933064, 0.605988, -1.123155], [0.342077, 2.250605, -0.496510], [0.616361, -2.456135, 1.734051], [-1.657482, 1.353478, 4.789968], [4.593583, 4.374249, -3.191640], [1.291767, 2.218822, 0.482905], [3.681346, 3.441230, -2.841426], [1.552487, -0.794657, 3.214084], [5.883495, 3.975284, -3.229204], [-1.613974, -2.105092, -1.155925], [-0.169394, 1.028737, -2.641135], [-3.821367, 2.391952, 4.532065], [1.501215, -3.098990, 3.886142], [0.947878, -1.180256, 2.028472], [1.832371, -1.776055, 4.159408], [-3.797692, -3.660899, -0.544257], [-1.446431, -1.426099, -2.675083], [-2.278257, -3.602714, -1.218122], [-3.419291, 2.960057, 3.327612], [-2.132100, 2.721008, 2.858045], [6.301152, 2.687414, -2.934470], [-2.912590, 1.605026, 5.221111], [2.256554, -0.653253, -1.811368], [5.338527, 1.749601, -2.575341], [-4.738189, -2.605182, -1.395549], [0.902032, -3.387261, 2.670400], [-1.602094, 0.203927, -2.593241], [-1.296207, 1.917104, 3.616444], [0.493562, 0.906957, -1.146766], [4.001772, 2.130559, -2.525807], [1.798611, 0.245239, 3.396581], [7.351118, 2.421918, -2.982948], [0.705883, -0.450740, 1.260648], [-4.817966, 2.558589, 4.924862], [-3.177694, 1.142430, 6.167701], [2.304391, -1.511824, 5.101231], [-3.797788, -3.463551, 0.614503], [-2.261558, 0.573362, -3.516421], [-1.542192, -4.399841, -0.751867], [2.651699, 3.786263, -2.820487], [5.627938, 0.730509, -2.335872], [-4.226547, -4.755295, -0.720945], [-4.247507, -2.542697, -2.480851], [-2.449064, -3.840237, -2.375165], [-0.529903, -2.164889, -0.685950], [3.227838, 1.423862, -2.248567], [-2.135149, 0.549100, -1.585215], [-4.103443, 3.584033, 2.759951], [6.597250, 4.744250, -3.511252], [0.532494, 0.714660, -3.525749], [-4.729924, -1.532784, -0.927214], [1.705145, -3.886869, 4.602323], [-1.788028, 3.149915, 1.923750], [-5.823740, -3.092030, -1.451264], [-0.411905, 2.184230, -2.818107], [-2.349675, -1.865291, -3.319412], [0.627555, -4.405126, 2.409111], [-2.248784, -1.429636, -0.428883], [-0.283419, 1.698277, 3.290815], [-0.163540, 0.177805, -0.475349], [-0.447955, -1.803481, -3.171623], [1.492801, -1.503037, -2.100731]], "forces_ev_per_a": [[-8.7, 1.3, 3.1], [1.5, 0.9, -3.4], [-1.4, -3.9, -1.9], [-0.2, -2.1, -1.7], [0.5, 0.3, 0.8], [-0.7, 0.6, -0.5], [0.3, -0.9, 0.2], [-0.4, 0.1, 4.7], [0.7, 0.6, -0.2], [0.0, -0.2, 0.1], [-0.9, 0.4, 0.0], [0.8, -0.1, -0.1], [-0.9, 0.7, 0.5], [0.1, 0.1, -0.2], [0.0, 0.3, 0.0], [-0.2, -0.9, -0.2], [0.0, 0.0, 0.0], [0.4, -0.3, -0.8], [-1.4, -0.4, 0.9], [-0.3, 0.0, -0.3], [0.0, 0.0, 0.0], [-0.3, 0.0, 0.1], [-0.2, -0.1, 0.1], [0.9, -0.2, -0.2], [7.0, -0.1, -2.0], [0.1, 0.0, 0.0], [0.4, -0.9, 0.0], [-0.2, 0.5, -0.7], [0.3, 0.6, -0.8], [0.0, -0.5, 0.9], [-1.5, 0.1, -0.9], [0.2, 0.0, -0.2], [0.0, -0.1, 0.0], [-0.1, 0.0, 0.0], [0.1, -0.1, 0.2], [0.1, 0.0, 0.0], [0.0, 0.0, -0.1], [-0.1, 0.0, -0.1], [0.1, -0.2, -2.3], [1.4, -0.8, 2.1], [-1.6, 1.6, -0.9], [0.0, 0.0, 0.0], [-0.1, 0.1, 0.0], [1.0, 2.3, 0.4], [-1.4, -0.1, 2.3], [0.5, 0.2, 2.5], [-2.3, 0.0, -0.7], [0.6, 0.6, -0.3], [1.0, -0.9, -2.2], [0.1, -0.1, 0.1], [0.0, -0.1, 0.0], [-1.2, 0.3, 1.9], [-0.2, -2.1, -0.9], [0.0, 0.1, -0.1], [0.0, -0.1, 0.1], [2.3, 1.5, 0.0], [0.6, -2.5, 0.5], [2.1, 1.1, 1.3], [0.0, 0.1, 0.1], [1.2, -1.2, -1.6], [-0.4, 0.1, 0.2], [1.7, 1.3, -1.4], [-1.9, 0.9, 0.9], [1.0, 2.2, 1.0]]}


{"formula": "C24H32N6O2", "method": "wB97M-V/def2-TZVPD", "total_charge": 0, "energy_ha": -1412.78706, "e_homo_ev": -7.44, "relative_energy_kj_mol": 166.3, "smiles": "CNC(=O)[C@H](Cc1c[nH]c2ccccc12)NC(C)=O.c1cncc(N2CCCNCC2)c1", "orbital_gap_ev": 8.060, "largest_force_ev_per_a": 1.80, "species": ["O", "O", "N", "N", "N", "N", "N", "N", "C", "C", "C", "C", "C", "C", "C", "C", "C", "C", "C", "C", "C", "C", "C", "C", "C", "C", "C", "C", "C", "C", "C", "C", "H", "H", "H", "H", "H", "H", "H", "H", "H", "H", "H", "H", "H", "H", "H", "H", "H", "H", "H", "H", "H", "H", "H", "H", "H", "H", "H", "H", "H", "H", "H", "H"], "coordinates": [[-0.019424, -2.015666, -0.161873], [4.666916, 0.131409, -0.857643], [-1.764452, 0.411904, -3.155505], [-3.880855, -2.369206, -0.695770], [-2.489867, 0.385736, 1.415053], [3.338784, -1.686382, -0.858931], [0.339820, 1.587089, 1.803757], [1.384213, -1.524311, 1.452361], [-4.126910, -3.295228, 0.242356], [-2.459864, 0.855051, 2.815912], [-0.684139, 2.156868, 0.901906], [-1.705808, 1.125232, 0.387681], [-1.555128, 2.947814, -2.984604], [-3.052149, -0.868593, 1.055417], [2.045421, -0.989311, -0.902720], [-1.140657, 0.444963, 3.474410], [2.587993, -0.977049, 2.077834], [0.222830, 1.253857, -2.639971], [1.053874, -1.523494, 0.157253], [-3.349875, -1.197314, -0.292684], [-3.871079, -3.074403, 1.597900], [1.126946, 2.305631, -2.372635], [5.734195, -1.987601, -0.974271], [1.520143, -1.050867, -2.348485], [4.525497, -1.083626, -0.894477], [0.703432, 3.649000, -2.403511], [-3.331966, -1.855746, 2.012972], [0.322430, -0.202666, -2.645447], [-1.122603, 1.614501, -2.952037], [-0.632730, 3.970791, -2.705608], [-0.016622, 1.450900, 3.224144], [-0.912696, -0.656708, -2.955896], [0.869379, 1.120862, 3.774879], [-1.189927, -1.704468, -3.006832], [0.655289, -1.871190, 2.055686], [-0.946456, 5.005589, -2.729795], [-1.203789, 2.983956, 1.396173], [6.632918, -1.373017, -1.004204], [1.290635, -2.088734, -2.596288], [-3.167099, -0.457591, -1.062478], [3.413618, -1.682154, 1.976432], [-0.304196, 2.428329, 3.625643], [2.862150, -0.027942, 1.612433], [-3.120611, -1.708530, 3.064963], [-2.742619, 0.300468, -3.380826], [-2.581714, 3.182195, -3.221892], [2.201234, 0.062655, -0.661153], [5.675440, -2.586980, -1.881104], [2.315697, -0.724270, -3.019577], [2.155651, 2.069592, -2.137396], [-2.593470, 1.940238, 2.863215], [-4.086629, -3.857568, 2.316150], [3.317953, -2.692573, -0.879609], [-1.141831, 0.402686, -0.208247], [1.212678, 2.107728, 1.709772], [5.762708, -2.636194, -0.101077], [-0.837865, -0.542969, 3.116364], [-1.298665, 0.372240, 4.553559], [1.411386, 4.440187, -2.196874], [2.401444, -0.801140, 3.137817], [-0.174487, 2.580036, 0.033901], [-3.299850, 0.432575, 3.374942], [-4.542758, -4.250357, -0.063036], [-2.401885, 1.643763, -0.278431]], "forces_ev_per_a": [[0.0, 0.2, -0.6], [-0.4, -0.1, 0.0], [-1.2, -0.2, -0.2], [0.4, 0.5, 0.7], [-0.2, -0.1, -0.3], [-1.5, -0.5, 0.5], [0.1, -0.2, -0.3], [1.1, 0.5, 1.0], [0.2, 0.4, 0.4], [0.3, -1.0, -0.9], [-0.1, -0.4, 0.8], [-0.1, -0.2, 0.4], [0.5, 0.2, 0.1], [0.4, 0.7, 0.3], [0.2, 0.2, -0.1], [0.1, 0.5, 0.3], [-0.3, -0.1, -0.4], [0.2, 0.8, 0.2], [-0.5, -0.9, -0.8], [-0.3, -0.5, 0.4], [0.1, 0.4, -0.4], [-0.4, 0.4, -0.1], [-0.1, 0.0, 0.0], [-0.5, 0.1, 0.0], [1.4, 1.2, 0.1], [-0.1, -1.1, -0.1], [-0.2, -0.3, -0.4], [0.1, 0.8, 0.3], [1.0, -0.6, 0.2], [-0.1, -1.1, -0.1], [0.0, 0.0, -0.6], [0.3, 0.2, 0.0], [0.0, 0.1, -0.1], [-0.4, 0.4, -0.1], [0.0, 0.0, -0.2], [-0.1, 0.0, 0.0], [-0.1, 0.2, 0.0], [-0.2, -0.1, 0.0], [0.0, 0.0, 0.0], [0.0, -0.1, 0.0], [0.1, 0.1, 0.1], [-0.2, 0.1, 0.3], [0.0, -0.1, 0.1], [0.0, 0.1, -0.1], [0.2, 0.1, 0.0], [-0.1, 0.1, 0.0], [0.4, 0.0, 0.1], [0.1, -0.2, 0.0], [0.3, -0.1, 0.2], [0.2, 0.1, 0.0], [0.1, -0.1, -0.2], [0.0, 0.1, 0.0], [-0.1, 0.0, -0.1], [-0.1, -0.1, 0.0], [-0.4, -0.1, 0.1], [0.1, -0.2, 0.0], [-0.1, 0.1, 0.0], [0.1, 0.0, 0.1], [0.0, 0.0, 0.0], [-0.1, 0.0, -0.1], [-0.1, -0.1, 0.0], [0.0, -0.1, -0.3], [0.0, 0.2, -0.2], [0.1, 0.1, -0.1]]}


{"formula": "C24H33AlF19O11", "method": "wB97M-V/def2-TZVPD", "total_charge": -1, "energy_ha": -3901.89290, "e_homo_ev": -4.73, "orbital_gap_ev": 6.701, "largest_force_ev_per_a": 5.90, "species": ["Al", "F", "F", "F", "F", "F", "F", "F", "F", "F", "F", "F", "F", "F", "F", "F", "F", "F", "F", "F", "O", "O", "O", "O", "O", "O", "O", "O", "O", "O", "O", "C", "C", "C", "C", "C", "C", "C", "C", "C", "C", "C", "C", "C", "C", "C", "C", "C", "C", "C", "C", "C", "C", "C", "C", "H", "H", "H", "H", "H", "H", "H", "H", "H", "H", "H", "H", "H", "H", "H", "H", "H", "H", "H", "H", "H", "H", "H", "H", "H", "H", "H", "H", "H", "H", "H", "H", "H"], "coordinates": [[1.245054, 3.595377, 3.036580], [2.014472, 1.002696, -0.246472], [1.914696, 1.612533, 5.470785], [0.033025, 2.297970, 6.347893], [0.893372, -5.086107, 3.476778], [2.970814, 3.649303, 0.656643], [3.171802, -6.386451, -4.527778], [0.765962, 2.810114, -0.491079], [1.911277, 2.840946, 7.264389], [3.461915, -4.263016, -4.795970], [1.226317, -3.130015, 4.334818], [1.834178, -3.538112, 2.296142], [-0.256875, 4.788572, -7.163226], [3.136807, 1.813822, 1.872467], [-2.694899, -3.742297, -2.972031], [-4.038843, -2.179976, -2.318808], [1.612317, -5.192870, -5.435259], [-2.352365, 5.217772, -7.461707], [-1.197391, 4.298647, -9.048008], [-3.089585, -2.054317, -4.261195], [-0.947675, 2.237944, -6.616010], [-2.975545, 2.643326, -7.515513], [1.610754, -3.683786, -2.989033], [0.217865, 0.193493, 7.995804], [-1.815251, -0.396612, -2.638848], [1.754681, -5.828004, -2.303065], [-0.907738, -2.218107, -1.645649], [-1.321716, -4.047728, 2.284914], [2.377173, -0.037506, 7.401953], [-0.511911, -1.989283, 2.740573], [-0.372010, 5.232470, 1.156643], [-1.706351, -1.351330, 2.243601], [1.323052, 1.985093, 0.439194], [1.933877, -4.957321, -3.103921], [0.964476, -3.290162, -1.748028], [-0.798716, 0.471763, -2.069738], [-1.724993, 2.938090, -7.192140], [1.839345, -2.339053, 7.096849], [1.201459, 0.579714, 7.432231], [1.261107, 1.874102, 6.597021], [-1.730459, -1.676711, -2.340031], [2.216541, 2.752403, 1.411902], [-1.374902, 4.343347, -7.718816], [-3.435251, 1.333842, -7.122409], [2.563786, -5.203794, -4.489190], [-2.800966, -1.352751, 3.286658], [0.478134, 0.437062, -2.874781], [2.415418, -1.317619, 8.051779], [-0.475778, -3.308127, 2.694969], [0.893123, -3.782215, 3.218515], [1.973955, -3.071089, -0.643359], [-3.860899, 1.309098, -5.672278], [0.411263, 6.039968, 0.325071], [-2.905857, -2.430177, -2.989356], [0.070374, 5.194882, 2.539273], [2.493300, -3.995421, -0.390046], [-4.275824, 0.334762, -5.417135], [-2.662038, 0.594203, -7.326061], [-0.626400, 0.201027, -1.028786], [2.380926, -2.296515, 6.155615], [0.934862, -0.552773, -2.849922], [2.402038, 4.056546, 4.065307], [0.219849, -4.032065, -1.471178], [0.309608, 2.416721, 3.604146], [0.528608, 1.475716, 0.986384], [-3.664019, -0.795592, 2.924255], [-2.446504, -0.892316, 4.208966], [0.557986, 6.131817, 2.827098], [1.071528, 5.450818, -0.317302], [-4.613448, 2.074783, -5.481063], [-3.117973, -2.368810, 3.521724], [2.724693, -2.343840, -0.955427], [-0.254613, 6.600404, -0.338103], [-3.017206, 1.505537, -5.011530], [3.461843, -1.523615, 8.267744], [1.185910, 1.153723, -2.462990], [1.881960, -1.290951, 9.001393], [-1.407834, -0.333515, 2.003224], [0.424826, -2.330647, -1.979805], [-1.229037, 1.470000, -2.084877], [1.910757, -3.349748, 7.500103], [1.018772, 6.756707, 0.880899], [-0.843302, 5.095763, 3.129854], [0.285451, 0.685453, -3.919940], [-4.279529, 1.117269, -7.773383], [-2.024946, -1.833190, 1.319426], [0.792346, -2.124456, 6.888131], [1.474993, -2.697607, 0.243531]], "forces_ev_per_a": [[0.0, 0.5, 0.0], [-0.1, 0.2, -0.2], [-0.1, 0.2, 0.1], [0.0, 0.1, -0.1], [-0.1, 0.0, 0.0], [0.0, -0.1, -0.1], [0.0, -0.1, 0.0], [0.1, -0.1, 0.0], [0.0, -0.1, 0.1], [0.0, 0.0, 0.0], [0.0, -0.1, 0.0], [0.0, -0.1, 0.2], [0.0, 0.0, 0.0], [-0.1, 0.0, 0.0], [0.1, 0.0, 0.0], [0.0, 0.1, 0.0], [0.0, 0.0, -0.1], [0.0, 0.0, 0.0], [0.0, 0.0, 0.0], [0.0, 0.0, 0.0], [0.1, 0.1, 0.0], [0.0, 0.1, -0.1], [0.3, -0.5, -0.2], [0.0, 0.1, 0.0], [0.0, -0.2, 0.0], [0.1, -0.2, -0.1], [-5.5, 1.9, 1.0], [0.0, -0.1, 0.0], [0.1, 0.3, 0.3], [0.1, 0.0, 0.0], [-0.1, 0.4, 0.2], [-0.3, 0.3, -0.2], [0.3, -0.3, 0.2], [-0.2, 0.4, 0.2], [1.8, 0.3, -0.2], [0.4, 0.5, 0.2], [-0.2, -0.2, 0.0], [0.0, -0.1, 0.0], [0.0, -0.2, 0.1], [0.2, -0.2, -0.1], [-0.4, 0.5, 0.0], [-0.1, 0.3, 0.0], [0.0, 0.1, 0.0], [-0.3, -0.5, 0.1], [0.1, 0.0, 0.0], [0.1, -0.2, 0.2], [0.0, -0.2, -0.3], [0.0, -0.5, 0.0], [-0.2, 0.2, -0.1], [0.1, 0.0, 0.0], [0.3, -0.2, -0.4], [0.1, 0.3, 0.1], [-0.1, -0.1, -0.4], [0.0, -0.2, -0.1], [0.4, -0.9, 0.0], [-0.1, 0.0, 0.1], [0.0, 0.0, 0.0], [0.1, 0.1, 0.0], [0.0, -0.2, 0.0], [0.1, 0.0, 0.0], [0.1, 0.0, 0.1], [0.0, 0.0, 0.0], [0.2, -0.1, -0.2], [-0.2, -0.2, -0.2], [-0.1, 0.0, 0.0], [0.0, 0.0, 0.0], [0.0, 0.1, -0.1], [-0.2, 0.2, -0.1], [0.2, -0.1, 0.1], [-0.1, -0.1, -0.1], [0.0, 0.0, -0.1], [-0.1, 0.1, 0.0], [0.0, 0.1, 0.0], [0.0, -0.1, 0.0], [0.1, 0.2, -0.1], [-0.1, 0.0, 0.0], [-0.1, 0.2, -0.1], [0.2, 0.0, 0.1], [3.3, -1.8, -0.3], [-0.2, -0.1, -0.1], [0.0, 0.0, 0.0], [0.0, 0.0, 0.1], [-0.1, 0.2, 0.1], [-0.1, 0.1, 0.0], [0.0, 0.2, -0.1], [0.1, -0.2, 0.0], [0.0, 0.0, 0.1], [-0.1, 0.1, 0.0]]}